113
Properties=species:S:1:pos:R:3:mulliken_charge:R:1 method="wB97M-V/def2-TZVPD" spin_multiplicity=1
S 0.79919 4.36707 1.85716 -0.192
S 2.96401 2.61595 2.61856 1.113
F 2.38876 2.95244 4.05626 -0.145
O -3.32742 -0.62076 4.18125 -0.276
O 1.71235 2.72272 7.19658 -0.458
O 3.87639 3.66280 2.33081 -0.593
O 1.76145 -0.71982 -6.29373 -0.470
O 3.89288 -4.28490 0.06316 -0.440
O 0.13648 2.64677 -3.67195 -0.403
O -0.86352 -2.60580 4.27249 -0.255
O -2.19147 3.17878 -5.31028 -0.549
O 3.33715 1.25267 2.65326 -0.551
O 5.36537 -5.71133 -4.76905 -0.442
O -6.52055 2.71800 -4.17181 -0.430
O -2.29600 5.85741 3.81785 -0.502
O 2.68492 -3.48975 -3.19345 -0.388
O -0.72049 1.93663 4.40240 -0.314
N 1.52437 2.74951 1.80886 0.277
C -3.53191 0.71780 -0.68055 -1.544
C -0.21091 -2.80521 1.15540 -0.538
C -2.03511 -1.18400 0.11897 -0.155
C 1.84400 0.91877 0.05766 -0.130
C 3.34216 -5.10186 1.08625 -0.368
C 3.11997 -3.33875 -4.53924 -0.300
C 1.07153 -0.88350 -1.64646 -1.593
C 2.30587 0.59158 -6.27812 -0.340
C 0.89763 0.53640 -1.07969 0.355
C -2.38071 5.01728 4.96494 -0.321
C 0.31371 -2.99795 -0.27555 -1.190
C -3.62208 3.17305 -5.29761 -0.617
C 4.90812 -6.83387 -5.50997 -0.544
C 1.43867 -2.00387 -0.65622 0.128
C -1.35850 -1.78349 1.34992 0.307
C -7.68504 2.95399 -4.95139 -0.570
C 0.03679 -3.20058 5.18939 -0.671
C 2.40626 1.64011 7.79373 -0.568
C -2.82925 0.05869 0.50329 0.052
C 0.90222 3.82821 -3.79576 -0.778
C -0.02040 0.79547 4.88602 -0.082
C 1.71563 2.41500 0.34572 -1.545
C -4.64669 -0.58521 4.70346 -0.723
H -7.90088 2.12342 -5.62861 0.280
H 0.63269 -2.47871 1.77072 0.282
H 2.48254 -2.57128 -4.97302 0.059
H -1.46065 -2.01698 4.74760 0.184
H -0.56352 0.43994 5.75997 0.264
H -0.98986 -0.96466 1.97359 -0.685
H 0.88287 -0.68106 -6.68217 0.266
H 2.43756 0.99397 -7.28668 0.302
H 1.81188 -0.85949 -2.44914 0.490
H 5.40893 -6.91725 -6.47800 0.271
H 1.14872 4.05760 -4.83841 0.310
H 2.21343 3.02175 6.43304 0.270
H 1.03197 1.25027 -1.89837 -0.070
H -0.24450 2.28127 3.63764 0.240
H -4.90306 -1.60663 4.97660 0.259
H 0.68447 -3.85732 4.61084 0.197
H -2.16034 -2.23606 1.93716 0.480
H -1.89748 4.08309 -5.45920 0.268
H -0.47796 -3.80034 5.94607 0.292
H 3.22466 -4.15368 -2.75270 0.222
H 0.01431 -0.00008 4.13819 -0.026
H 1.43287 4.82386 2.94225 0.194
H 2.50377 0.78535 7.11652 0.237
H 3.02086 -4.26735 -5.10619 0.129
H 3.28328 0.51604 -5.80568 0.245
H 4.16205 -3.01395 -4.59042 0.248
H -6.66987 1.93751 -3.63007 0.260
H -5.36937 -0.23281 3.96237 0.282
H -2.83842 0.88160 -1.50962 0.251
H 2.55249 3.01039 -0.03297 0.273
H -3.57282 -0.23338 1.25275 0.417
H 6.30595 -5.81865 -4.60114 0.267
H -2.71586 -1.93694 -0.29893 0.349
H -7.48772 3.84279 -5.54698 0.211
H -4.02433 3.51909 -6.25217 0.277
H 1.81975 1.33034 8.65627 0.233
H 3.95873 -5.09814 1.98939 0.299
H -3.95379 1.68845 -0.40890 0.400
H -0.50143 -2.93776 -1.00050 0.522
H -3.93474 2.14657 -5.13694 0.235
H 2.87410 0.65812 -0.19778 0.305
H -4.02316 3.78555 -4.49077 0.289
H -8.56377 3.14299 -4.32965 0.262
H 3.19879 -6.13489 0.75708 0.276
H 1.69011 1.28014 -5.69273 0.018
H 2.25663 -2.56892 -1.09252 -0.128
H -3.37623 5.16473 5.37913 0.276
H 4.75977 -4.62534 -0.17598 0.269
H 0.81138 2.78723 -0.13981 0.655
H -1.33664 -0.93325 -0.67843 -0.334
H -1.64647 5.29190 5.72721 0.230
H 1.61291 0.36376 0.96718 0.509
H 5.03699 -7.77030 -4.96065 0.269
H -0.12891 0.69576 -0.73116 -0.152
H 2.36944 -4.67822 1.32883 0.009
H 1.83647 3.66694 -3.25838 0.286
H 0.70934 -4.01387 -0.36478 0.522
H -2.25084 3.96188 4.71732 0.043
H -0.52433 -3.75710 1.59131 0.220
H 3.40364 1.92766 8.13812 0.288
H 0.66335 -2.45957 5.69603 0.255
H -0.69990 2.77110 -4.14168 0.381
H -4.35485 0.09476 -1.03972 0.339
H -1.42547 5.74358 3.42769 0.276
H -2.15386 0.77604 0.98335 0.049
H 0.13256 -1.15544 -2.13879 0.323
H -4.72045 0.04271 5.59559 0.288
H 0.99699 1.04127 5.19333 0.006
H 1.82898 -1.59381 0.27832 0.573
H 0.40174 4.69751 -3.35525 0.277
H -3.07658 0.27011 3.91501 0.177
H 3.84520 -6.68024 -5.68410 0.211

109
Properties=species:S:1:pos:R:3:mulliken_charge:R:1 method="wB97M-V/def2-TZVPD" spin_multiplicity=1 total_charge=-1
P 2.88803 -2.02986 -1.03739 0.913
P 3.03592 -0.46732 0.73283 0.292
O -3.50583 9.65205 -0.52295 -0.442
O -2.59406 8.32249 -4.75214 -0.525
O 0.37882 0.47248 -2.54605 -0.422
O 4.81317 2.88405 -0.13798 -0.450
O -2.01991 -3.15189 2.18062 -0.483
O -6.10033 -5.63025 0.08393 -0.496
O -0.52373 4.04973 -3.75531 -0.479
O 3.70089 -0.97488 1.99435 -0.692
O -4.22693 -5.77074 5.41651 -0.441
O 5.21062 -4.19486 3.32260 -0.437
O 1.15550 -4.72199 -0.62184 -0.653
N 4.69337 -1.82945 -1.26091 -0.612
C -2.60349 5.20314 -3.18717 -0.720
C -2.50737 9.02064 -3.51149 0.029
C 3.41313 -5.83850 3.29279 -0.970
C -3.52791 -5.05504 2.34479 -0.704
C -1.54280 4.20104 -2.77483 -0.267
C -2.12250 -4.52518 2.54747 -0.182
C -2.93030 10.47053 -3.64381 -1.037
C 0.98831 -2.27399 -0.87043 -0.817
C 0.56994 -3.52011 -0.10768 -0.218
C -4.25504 -7.15845 5.71571 -0.278
C 4.75906 -5.42146 3.85945 -0.320
C 4.64740 5.17262 0.70147 -1.050
C -5.62844 -7.76890 5.50987 -0.980
C -0.03160 0.90358 -4.91205 -1.135
C 4.93889 3.71293 1.00250 -0.203
C -3.03239 10.41509 0.58169 -0.275
C 7.04128 -1.72040 0.64306 -1.302
C 5.44899 -3.01219 -0.88224 -0.901
C -1.81128 9.79679 1.23354 -1.026
C 6.06861 -2.89371 0.50653 0.475
C -5.60520 -4.92648 -1.05051 -0.176
C -6.51746 -5.04578 -2.25569 -1.155
C 0.90609 1.05521 -3.72666 -0.198
H 6.51980 -0.80140 0.91937 0.279
H -0.51198 -3.66663 -0.18344 0.329
H -2.89282 10.97825 -2.68154 0.206
H 4.21847 3.31713 1.71845 0.271
H -6.12506 -4.46857 -3.09404 0.347
H 4.74356 -3.85534 -0.87224 0.318
H -3.06366 4.91270 -4.13219 0.276
H 5.45220 3.15639 -0.80414 0.242
H -2.62356 -2.65303 2.73992 0.255
H -1.41196 -5.04969 1.90868 0.287
H -3.38377 5.27052 -2.42588 0.356
H -6.60274 -6.08719 -2.57629 0.338
H -3.90614 -7.34052 6.73865 0.298
H 7.56293 -1.52441 -0.30009 0.281
H -3.16842 8.48844 -2.83203 0.126
H -5.61120 -8.84152 5.70986 0.338
H 1.88505 0.61650 -3.95317 0.282
H 5.36324 5.57032 -0.02292 0.314
H 0.55925 -2.31074 -1.88212 0.165
H -6.15901 -6.56467 -0.13861 0.275
H 4.55890 -3.50406 3.49361 0.259
H -6.36000 -7.31332 6.18206 0.312
H -2.04532 8.81028 1.63991 0.327
H 1.04803 2.10886 -3.49542 0.273
H -2.79308 11.39612 0.16991 0.281
H -0.99919 1.35167 -4.68310 0.181
H -4.24293 -4.51626 2.96916 0.253
H 2.65876 -0.96114 -1.98222 -0.523
H -3.94806 10.53024 -4.03077 0.276
H -2.17208 6.19576 -3.32685 0.015
H 0.37192 1.38888 -5.80297 0.345
H 5.25728 -2.78168 1.22442 -0.186
H -3.82959 10.55195 1.32047 0.275
H 7.79162 -1.90860 1.41313 0.391
H -3.74477 8.77632 -0.20086 0.272
H -1.10260 4.49285 -1.81447 0.261
H -3.59350 -6.11204 2.60925 0.161
H 2.04603 -4.47730 -0.92052 0.444
H -4.59602 -5.26903 -1.30200 0.286
H -4.83894 -5.31571 6.00373 0.255
H 0.28345 -0.47592 -2.68591 0.165
H -1.96252 3.20333 -2.64918 0.296
H 3.10285 -6.80679 3.69241 0.381
H 4.71408 5.77835 1.60742 0.329
H -1.49096 8.95506 -3.10695 0.247
H -3.53080 -7.60981 5.03730 0.286
H -1.45230 10.42002 2.05385 0.345
H -7.51656 -4.68015 -2.01564 0.282
H -1.80922 -4.65949 3.58883 0.268
H -5.96276 -7.60773 4.48470 0.235
H 3.12285 -3.01888 0.02161 -0.239
H 6.22021 -3.27229 -1.62381 0.316
H -0.09913 4.90235 -3.89335 0.265
H 1.78161 0.14538 1.04882 -0.005
H 3.71460 0.67438 0.22631 -0.113
H -3.82892 -4.93608 1.30475 0.167
H 4.70944 -5.37740 4.95620 0.255
H 2.64478 -5.10420 3.54429 0.292
H 5.93513 3.61023 1.44917 0.281
H 5.52650 -6.15171 3.59601 0.288
H -1.00784 9.68112 0.50572 0.256
H 6.58441 -3.82745 0.75483 0.352
H -2.27030 10.99338 -4.34194 0.375
H 3.64604 5.27726 0.28227 0.270
H -5.52467 -3.88842 -0.72914 0.284
H 3.46310 -5.90311 2.20581 0.225
H -0.18476 -0.15544 -5.13771 0.446
H 5.04358 -1.04119 -0.72664 0.246
H 2.93068 -3.05963 -2.08529 0.126
H 0.78996 -3.40620 0.96120 0.047
H 0.56017 -1.40756 -0.35544 0.336
H -2.01477 8.75731 -5.38585 0.291

HOMO energy (eV)
-9.52 -3.59
Calculated total energy (Ha)
-2923.60722 -2484.44368
Orbital gap (eV)
9.79 5.38